[1]
{"formula": "C13H22BINO7", "method": "wB97M-V/def2-TZVPD", "homo_energy_ev": -4.3100, "energy_ev": -38440.1543, "orbital_gap_ha": 0.2585, "e_lumo_ha": 0.100, "charge": -1, "symbols": ["O", "O", "C", "N", "H", "O", "B", "H", "O", "H", "H", "C", "C", "H", "O", "H", "H", "C", "C", "C", "C", "I", "O", "H", "O", "H", "H", "H", "H", "H", "C", "C", "C", "H", "H", "C", "H", "C", "H", "H", "H", "H", "H", "C", "H"], "positions_angstrom": [[0.54, -2.34, -1.35], [3.02, 4.02, -0.86], [-0.54, -2.35, -2.22], [-2.80, -2.29, -1.04], [-0.90, -3.35, -2.49], [2.05, -1.49, 2.21], [0.33, -1.31, -0.27], [-0.81, 1.96, -1.91], [2.65, 0.63, 1.72], [0.43, 3.02, -0.08], [-0.51, 4.31, -2.54], [1.03, 2.59, -0.88], [-3.81, -1.58, -0.40], [2.85, 2.65, 2.04], [-3.81, -0.38, -0.19], [-4.90, -3.45, -0.27], [-0.18, -1.86, -3.13], [-1.68, -1.49, -1.54], [0.26, 3.61, -2.87], [0.20, 2.29, -2.12], [2.00, 3.64, -1.38], [-2.51, -0.38, -3.30], [-1.03, -0.74, -0.68], [0.19, 3.50, -3.95], [1.55, 4.18, -2.54], [-2.89, -3.65, 0.61], [-5.91, -1.98, -0.46], [-5.12, -2.35, 1.08], [0.69, 1.51, -2.71], [-1.27, -3.35, 0.00], [2.47, -0.43, 2.56], [2.96, 1.48, 3.89], [2.92, -0.04, 3.96], [1.98, 1.88, 4.14], [3.69, 1.94, 4.56], [-5.03, -2.40, 0.00], [2.22, -0.41, 4.71], [-2.31, -3.46, -0.28], [4.34, 1.70, 2.21], [1.20, -0.48, -0.15], [-2.39, -4.35, -0.91], [3.91, -0.47, 4.14], [1.57, 1.71, -0.52], [3.26, 1.72, 2.42], [0.09, -1.96, 0.75]], "nbo_charge": [-0.739, -0.598, -0.125, -0.559, 0.154, -0.520, 0.457, 0.253, -0.487, 0.228, 0.168, -0.538, 0.710, 0.204, -0.578, 0.207, 0.167, 0.482, -0.069, -0.433, 0.797, -0.135, -0.715, 0.191, -0.506, 0.196, 0.234, 0.221, 0.219, 0.259, 0.784, -0.430, -0.526, 0.207, 0.209, -0.710, 0.234, -0.428, 0.171, -0.127, 0.184, 0.224, 0.279, -0.070, -0.148]}

[2]
{"formula": "C13H22BeBr3FNO7PSi", "method": "wB97M-V/def2-TZVPD", "homo_energy_ev": -12.7029, "energy_ev": -260052.1727, "orbital_gap_ha": 0.0553, "e_lumo_ha": -0.412, "charge": 2, "symbols": ["C", "H", "O", "O", "H", "O", "Be", "H", "H", "H", "H", "P", "C", "H", "C", "O", "H", "H", "H", "H", "O", "C", "H", "H", "C", "Br", "O", "C", "C", "N", "H", "H", "H", "Si", "F", "C", "C", "H", "H", "O", "Br", "H", "C", "C", "Br", "H", "C", "H", "H", "C"], "positions_angstrom": [[-4.88, -0.24, -2.73], [0.47, -2.71, -1.11], [0.36, -5.54, -2.06], [-2.54, -2.64, -1.65], [3.25, 6.20, 5.64], [5.35, 4.97, 5.71], [4.49, 2.19, -2.23], [-0.02, -6.18, -2.68], [-3.15, 1.08, -2.76], [-2.99, -5.61, -1.06], [1.39, 5.27, 3.19], [4.36, 5.72, 4.87], [-1.22, -3.86, 1.01], [-4.46, -4.42, 0.94], [2.46, 3.11, -0.47], [2.21, 5.56, 0.83], [-5.17, -1.97, -1.45], [5.01, 6.88, 4.34], [-5.42, -0.81, -3.49], [-2.71, -3.07, 2.45], [2.94, 3.82, -1.31], [-4.46, -1.15, -1.60], [-5.52, 0.59, -2.42], [-0.24, -3.49, 1.30], [-3.39, -4.36, 0.79], [2.60, -2.13, -2.20], [-2.65, -0.90, -3.08], [-2.66, -4.98, -0.24], [-2.49, -3.66, 1.57], [-1.36, -4.66, -0.09], [1.31, 3.48, 3.14], [-4.30, -0.61, -0.67], [4.06, 1.74, -0.16], [3.75, 4.28, 3.27], [4.12, 2.73, 3.61], [1.89, 4.36, 2.80], [1.17, -1.91, -0.93], [-3.61, 0.44, -4.35], [1.20, -5.29, -2.46], [1.47, 3.46, 0.40], [1.79, -2.12, 0.88], [4.54, 4.64, 2.08], [2.97, 1.67, -0.43], [1.86, 4.53, 1.26], [0.21, -0.26, -1.18], [-0.60, -4.96, -0.71], [-3.55, 0.22, -3.29], [2.85, 1.23, -1.46], [2.45, 1.03, 0.32], [-3.13, -1.68, -2.09]], "nbo_charge": [-0.432, 0.227, -0.967, -0.625, -0.039, -1.065, 0.899, 0.503, 0.181, 0.250, 0.295, 1.032, 0.170, 0.263, 0.820, -0.474, 0.250, -0.018, 0.225, 0.261, -0.563, -0.532, 0.242, 0.240, -0.214, 0.113, -0.476, 0.225, -0.242, -0.536, 0.273, 0.243, 0.243, 1.380, -0.624, -0.980, -0.515, 0.218, 0.502, -0.527, 0.112, -0.202, -0.788, 0.792, 0.102, 0.474, -0.073, 0.225, 0.309, 0.823]}